#one
Computed, not measured: a 2-piece molecular cluster, C5H9N3 overall, with ωB97M-V/def2-TZVPD.

```
! wB97M-V def2-TZVPD RIJCOSX def2/J DEFGRID3
* xyz 0 1
H -2.691 -1.642 1.006
N -2.303 -1.096 0.240
C -1.178 -0.561 0.449
C -0.706 0.594 -0.432
C -1.615 0.909 -1.578
N 0.098 1.390 0.150
H 0.573 2.042 -0.471
H -0.673 -0.603 1.423
H -1.757 0.018 -2.185
H -2.598 1.170 -1.192
H -1.238 1.755 -2.150
C 2.289 -0.715 1.280
C 2.413 -0.753 -0.158
N 2.636 -0.502 -1.266
H 2.164 -1.736 1.637
H 3.136 -0.222 1.756
H 1.448 -0.046 1.491
*
```

Computed properties:
HOMO level, eV: -9.8

---

#two
Computed, not measured: the molecule C5H9N3, with ωB97M-V/def2-TZVPD.

```
! wB97M-V def2-TZVPD RIJCOSX def2/J DEFGRID3
* xyz 0 1
H -1.357 2.579 0.561
N -0.484 2.081 0.416
C -0.621 0.822 0.340
C -1.987 0.119 0.446
C -2.537 -0.624 -0.499
N 0.398 0.005 -0.035
N 0.277 -1.380 0.106
C 1.722 0.602 -0.115
C 2.848 -0.091 -0.222
H -2.533 0.376 1.346
H -2.000 -0.887 -1.395
H -3.550 -0.987 -0.417
H 0.667 -1.834 -0.717
H 0.797 -1.700 0.922
H 1.685 1.679 -0.162
H 2.888 -1.169 -0.194
H 3.786 0.409 -0.380
*
```

Computed properties:
HOMO level, eV: -8.6

---

Consider the structures shown above. The least stable of them is #two.